[1]
ORCA calculation (wB97M-V/def2-TZVPD) on a 20-piece molecular cluster, C60H120O40 overall at a distorted geometry.

```
220
C60H120O40 | the Open Molecules 2025 dataset | wB97M-V/def2-TZVPD
C -14.391 -1.563 -12.793
O -14.737 -1.377 -14.148
C -15.723 -2.061 -14.683
O -16.592 -2.745 -14.082
O -15.684 -1.780 -15.956
C -16.674 -2.351 -16.838
H -13.443 -1.053 -12.625
H -14.209 -2.612 -12.562
H -15.218 -1.186 -12.190
H -17.146 -1.574 -17.440
H -17.508 -2.859 -16.352
H -16.305 -3.095 -17.543
C -7.798 -5.730 -14.963
O -7.178 -4.846 -15.852
C -6.715 -5.244 -16.999
O -6.509 -6.386 -17.403
O -6.592 -4.154 -17.753
C -6.100 -4.264 -19.102
H -8.808 -6.033 -15.238
H -7.907 -5.249 -13.991
H -7.285 -6.660 -14.716
H -6.026 -3.254 -19.504
H -6.842 -4.800 -19.693
H -5.097 -4.679 -19.208
C -11.761 2.555 -6.399
O -10.485 2.445 -6.973
C -9.926 1.218 -6.896
O -10.150 0.340 -6.027
O -8.923 1.217 -7.758
C -8.002 0.140 -7.672
H -11.712 2.364 -5.327
H -12.521 1.920 -6.854
H -12.121 3.583 -6.438
H -7.105 0.346 -8.256
H -8.403 -0.848 -7.896
H -7.707 0.098 -6.623
C -3.831 1.183 -11.413
O -3.067 0.830 -10.218
C -3.396 1.192 -9.023
O -4.400 1.749 -8.637
O -2.353 0.875 -8.202
C -2.408 1.041 -6.826
H -3.467 2.109 -11.858
H -4.853 1.282 -11.049
H -3.697 0.348 -12.100
H -3.230 0.443 -6.432
H -2.685 2.082 -6.662
H -1.474 0.818 -6.309
C -13.199 7.394 -8.034
O -12.724 6.446 -8.936
C -13.126 5.152 -8.817
O -13.989 4.774 -8.067
O -12.580 4.426 -9.819
C -12.803 3.068 -9.842
H -13.088 8.453 -8.270
H -12.770 7.271 -7.039
H -14.247 7.201 -7.807
H -13.393 2.669 -9.017
H -11.833 2.585 -9.723
H -13.203 2.808 -10.822
C -4.721 -2.481 -8.154
O -5.396 -3.423 -8.967
C -6.182 -3.001 -9.954
O -6.469 -1.833 -10.188
O -6.585 -4.116 -10.584
C -7.817 -4.150 -11.272
H -5.540 -2.131 -7.525
H -4.279 -1.734 -8.813
H -4.007 -2.931 -7.465
H -8.035 -5.168 -11.593
H -7.768 -3.599 -12.212
H -8.676 -3.742 -10.740
C -6.930 6.675 -18.716
O -7.961 5.875 -18.149
C -8.524 4.964 -18.985
O -8.440 4.887 -20.204
O -9.226 4.159 -18.205
C -9.802 2.977 -18.687
H -6.564 7.267 -17.877
H -7.293 7.410 -19.435
H -6.097 6.199 -19.234
H -10.696 3.158 -19.284
H -10.019 2.328 -17.838
H -9.181 2.384 -19.358
C -5.450 -7.343 -12.408
O -6.635 -7.540 -11.608
C -6.620 -8.349 -10.577
O -5.683 -9.066 -10.239
O -7.868 -8.404 -10.077
C -8.285 -9.263 -9.005
H -5.705 -6.962 -13.397
H -4.774 -8.198 -12.398
H -4.946 -6.497 -11.940
H -9.001 -8.773 -8.346
H -7.466 -9.404 -8.300
H -8.690 -10.196 -9.398
C -3.435 5.122 -5.491
O -3.089 4.753 -6.784
C -3.782 5.211 -7.805
O -4.751 6.002 -7.678
O -3.403 4.546 -8.902
C -4.213 4.643 -10.049
H -3.489 6.203 -5.364
H -2.662 4.902 -4.755
H -4.347 4.621 -5.166
H -4.247 5.661 -10.436
H -5.263 4.418 -9.860
H -3.756 4.083 -10.865
C -0.251 0.121 -11.947
O -1.148 -0.718 -12.576
C -1.904 -1.646 -11.949
O -1.804 -2.016 -10.796
O -2.809 -2.118 -12.876
C -3.768 -3.061 -12.485
H -0.734 0.676 -11.143
H -0.056 0.897 -12.687
H 0.643 -0.444 -11.681
H -3.230 -3.994 -12.315
H -4.488 -3.345 -13.252
H -4.266 -2.680 -11.593
C -7.720 4.802 -7.331
C -8.322 5.026 -8.704
O -8.645 6.109 -9.179
C -8.281 3.768 -9.523
H -6.784 4.250 -7.417
H -8.458 4.222 -6.776
H -7.442 5.706 -6.789
H -7.830 2.910 -9.024
H -7.687 3.856 -10.433
H -9.303 3.538 -9.824
C -1.821 0.834 -15.137
C -1.431 2.210 -14.683
O -2.180 2.905 -13.989
C -0.077 2.814 -14.957
H -1.016 0.103 -15.050
H -2.069 0.790 -16.197
H -2.660 0.414 -14.582
H 0.741 2.094 -14.937
H 0.248 3.548 -14.219
H -0.008 3.284 -15.938
C -0.388 -3.435 -17.958
C -1.591 -4.291 -17.656
O -1.583 -5.493 -17.949
C -2.803 -3.686 -16.910
H -0.319 -3.182 -19.016
H 0.518 -3.985 -17.702
H -0.398 -2.524 -17.359
H -3.312 -2.936 -17.516
H -2.544 -3.231 -15.953
H -3.500 -4.510 -16.763
C -10.259 -1.495 -10.172
C -11.676 -0.976 -9.958
O -12.206 -0.100 -10.653
C -12.481 -1.607 -8.788
H -10.141 -2.468 -9.695
H -9.483 -0.878 -9.720
H -10.063 -1.599 -11.240
H -11.797 -2.282 -8.274
H -13.292 -2.230 -9.164
H -12.911 -0.834 -8.150
C -5.799 4.444 -13.823
C -5.260 3.284 -14.695
O -5.357 2.115 -14.331
C -4.683 3.581 -16.111
H -5.012 5.199 -13.807
H -6.086 4.153 -12.813
H -6.626 4.930 -14.342
H -3.698 4.048 -16.107
H -5.405 4.215 -16.626
H -4.577 2.692 -16.732
C -10.364 -3.067 -16.466
C -11.030 -3.772 -15.347
O -11.078 -4.982 -15.360
C -11.530 -2.986 -14.188
H -11.153 -2.633 -17.080
H -9.784 -3.766 -17.070
H -9.853 -2.162 -16.137
H -12.304 -3.454 -13.579
H -11.880 -2.023 -14.560
H -10.753 -2.788 -13.451
C -7.433 0.366 -12.299
C -7.836 -0.454 -13.464
O -8.939 -0.432 -13.990
C -6.775 -1.346 -14.030
H -8.228 0.446 -11.558
H -7.249 1.390 -12.626
H -6.556 0.038 -11.742
H -7.061 -1.841 -14.958
H -6.476 -2.116 -13.318
H -5.952 -0.667 -14.252
C -8.388 -0.451 -17.918
C -7.106 0.220 -18.332
O -6.946 0.451 -19.537
C -6.056 0.591 -17.353
H -8.232 -1.479 -17.593
H -9.037 -0.563 -18.786
H -8.857 0.051 -17.071
H -5.297 1.143 -17.907
H -5.563 -0.278 -16.916
H -6.414 1.254 -16.565
C -13.383 -1.275 -18.483
C -12.381 -0.167 -18.138
O -11.965 0.609 -18.962
C -12.035 -0.038 -16.711
H -14.389 -0.968 -18.198
H -13.049 -2.164 -17.948
H -13.223 -1.432 -19.550
H -12.847 -0.274 -16.024
H -11.695 0.961 -16.440
H -11.131 -0.634 -16.584
C -10.419 2.254 -12.763
C -9.575 3.268 -13.542
O -9.395 4.374 -13.056
C -8.958 2.877 -14.887
H -10.692 1.442 -13.437
H -11.367 2.693 -12.453
H -9.877 1.911 -11.882
H -8.782 3.749 -15.517
H -9.629 2.239 -15.462
H -7.987 2.409 -14.729
```

Computed properties:
gap between HOMO and LUMO	9.09	eV
total energy	-5367.67665	a.u.
HOMO	-9.00	eV

Atomic partial charges in e from the Löwdin method, atoms 1 to 2: C -0.045; O -0.010



[2]
ORCA calculation (wB97M-V/def2-TZVPD) on a 6-piece molecular cluster, C23H40O14S2 overall at a distorted geometry.

```
79
C23H40O14S2 | the Open Molecules 2025 dataset | wB97M-V/def2-TZVPD
C 20.307 11.834 -8.205
C 20.325 10.321 -8.052
C 20.172 9.729 -6.545
O 19.182 8.697 -6.819
C 18.499 8.976 -7.924
O 17.539 8.301 -8.329
O 19.051 9.961 -8.596
H 20.165 12.242 -9.205
H 21.250 12.294 -7.914
H 19.438 12.219 -7.671
H 21.242 9.879 -8.443
H 19.870 10.324 -5.683
H 21.126 9.302 -6.237
C 20.221 7.875 -3.130
C 20.052 8.163 -4.579
C 20.778 7.343 -5.601
O 20.017 6.184 -5.629
C 18.700 6.493 -5.352
O 17.723 5.799 -5.593
O 18.655 7.719 -4.859
H 21.255 8.134 -2.901
H 20.036 6.861 -2.776
H 19.469 8.501 -2.649
H 20.313 9.221 -4.606
H 21.736 7.031 -5.186
H 20.889 7.626 -6.648
C 21.030 10.019 1.640
C 20.436 8.918 0.745
C 19.218 8.447 1.447
O 18.283 8.389 0.371
C 18.788 8.982 -0.690
O 18.272 8.997 -1.775
O 19.961 9.449 -0.486
H 21.233 9.695 2.660
H 20.214 10.731 1.763
H 21.944 10.410 1.192
H 21.156 8.108 0.632
H 18.866 9.124 2.226
H 19.542 7.477 1.826
O 16.821 3.472 -9.441
S 16.630 4.039 -8.151
O 15.375 4.818 -8.019
C 17.070 2.753 -6.853
C 18.271 3.214 -5.992
C 19.015 4.175 -6.986
C 18.069 5.109 -7.712
H 17.482 1.930 -7.437
H 16.150 2.325 -6.456
H 17.889 3.831 -5.179
H 18.744 2.290 -5.660
H 19.623 3.713 -7.764
H 19.783 4.659 -6.383
H 18.406 5.613 -8.619
H 17.669 5.853 -7.023
O 25.607 6.984 -6.334
S 25.384 7.346 -4.927
O 26.035 8.492 -4.311
C 23.519 7.429 -4.400
C 23.329 6.053 -3.680
C 24.582 5.780 -3.023
C 25.825 5.962 -3.882
H 22.795 7.683 -5.174
H 23.464 8.227 -3.659
H 22.513 6.017 -2.958
H 23.285 5.271 -4.438
H 24.610 4.773 -2.606
H 24.611 6.520 -2.224
H 26.014 5.119 -4.548
H 26.783 6.199 -3.419
C 17.087 5.335 -2.793
C 15.804 4.962 -3.601
C 15.141 6.176 -4.283
O 15.502 3.727 -3.621
H 16.871 6.029 -1.981
H 17.942 5.571 -3.427
H 17.249 4.380 -2.293
H 14.222 6.614 -3.894
H 14.968 5.928 -5.331
H 15.768 7.067 -4.299
```

Computed properties:
gap between HOMO and LUMO	8.50	eV
total energy	-2749.80785	a.u.
HOMO	-8.83	eV
SMILES	C[C@H]1COC(=O)O1.C[C@H]1COC(=O)O1.C[C@H]1COC(=O)O1.O=S1(=O)CCCC1.O=S1(=O)CCCC1.CC(C)=O
energy relative to the best compared isomer or geometry (same formula, charge and spin)	201.2	kcal/mol

Atomic partial charges in e from the Löwdin method, atoms 1 to 2: C -0.029; C -0.224



[3]
ORCA calculation (wB97M-V/def2-TZVPD) on a 2-piece molecular cluster, CH4FNS2 overall at a distorted geometry.

```
9
CH4FNS2 | the Open Molecules 2025 dataset | wB97M-V/def2-TZVPD
C -1.044 -0.789 -0.127
N -0.156 0.224 0.349
F 2.811 0.471 0.480
S -0.252 1.695 -0.321
S 1.975 -0.718 -0.290
H -0.933 -1.015 -1.193
H -0.841 -1.692 0.450
H -2.077 -0.469 0.042
H 0.517 2.294 0.610
```

Computed properties:
gap between HOMO and LUMO (alpha / beta)	7.91 / 7.55	eV
total energy	-991.36664	a.u.
HOMO (alpha / beta)	-8.86 / -8.71	eV
energy relative to the best compared isomer or geometry (same formula, charge and spin)	51.4	kcal/mol

Atomic partial charges in e from the Löwdin method, atoms 1 to 2: C -0.292; N -0.666



[4]
ORCA calculation (wB97M-V/def2-TZVPD) on a 2-piece molecular cluster, C8H11Cl overall at a distorted geometry.

```
20
C8H11Cl | the Open Molecules 2025 dataset | wB97M-V/def2-TZVPD
C -2.974 -0.415 0.575
C -1.819 -0.183 -0.394
C -1.360 -1.172 -1.456
C -0.572 -0.899 -0.224
Cl 0.100 -1.969 0.914
C -0.622 0.577 -0.243
H -3.974 0.181 0.531
H -2.565 -0.448 1.656
H -3.239 -1.536 0.469
H -1.192 -0.822 -2.430
H -1.800 -2.209 -1.437
H -0.468 1.273 0.653
H -0.343 1.010 -1.159
C 2.558 0.164 -1.142
C 3.170 -0.014 -0.131
C 3.841 -0.555 1.005
H 1.769 0.584 -1.742
H 3.315 -1.297 1.445
H 3.890 0.331 1.624
H 4.823 -0.872 0.824
```

Computed properties:
gap between HOMO and LUMO	9.79	eV
total energy	-771.42155	a.u.
HOMO	-8.97	eV
SMILES	C[C@]12C[C@@]1(Cl)C2.C#CC
energy relative to the best compared isomer or geometry (same formula, charge and spin)	63.4	kcal/mol

Atomic partial charges in e from the Löwdin method, atoms 1 to 2: C -0.048; C -0.420



[5]
ORCA calculation (wB97M-V/def2-TZVPD) on C16H52B3O8Pb2 as an isolated structure at a distorted geometry.

```
81
C16H52B3O8Pb2 | the Open Molecules 2025 dataset | wB97M-V/def2-TZVPD
Pb 0.739 0.383 1.567
Pb -1.703 0.055 -1.872
B -1.550 1.378 0.425
H -1.417 0.253 0.373
H -1.797 1.656 1.490
H -0.508 1.753 0.203
H -2.331 1.788 -0.287
B 0.641 -0.868 -0.944
H -0.022 -1.488 -0.266
H 0.509 -1.159 -2.032
H 0.345 0.226 -0.889
H 1.709 -0.961 -0.596
B 0.835 1.833 3.752
H 0.793 2.494 4.667
H -0.036 2.218 3.128
H 1.769 2.045 3.143
H 0.762 0.713 3.935
C 3.819 0.167 2.912
O 3.208 0.217 1.625
C 3.911 0.957 0.641
C 3.398 2.401 0.759
O 2.001 2.453 0.609
C 1.452 3.762 0.740
H 4.636 -0.554 2.887
H 3.060 -0.253 3.574
H 4.058 1.141 3.338
H 3.810 0.556 -0.369
H 4.987 0.852 0.802
H 3.879 3.027 -0.003
H 3.740 2.879 1.681
H 0.365 3.801 0.719
H 1.788 4.327 -0.134
H 1.770 4.257 1.659
C -0.819 -3.337 -2.839
O -1.861 -2.571 -2.316
C -3.067 -3.235 -1.914
C -3.433 -2.837 -0.474
O -3.326 -1.410 -0.323
C -4.518 -0.775 0.227
H -1.060 -4.405 -2.923
H -0.030 -3.476 -2.095
H -0.438 -3.098 -3.830
H -3.009 -4.314 -2.053
H -3.894 -2.914 -2.552
H -2.750 -3.196 0.297
H -4.423 -3.250 -0.270
H -4.708 -1.000 1.275
H -5.383 -1.090 -0.358
H -4.298 0.273 0.032
C -0.350 0.002 -5.355
O -0.054 0.548 -4.061
C 0.552 1.849 -4.093
C 0.546 2.539 -2.729
O -0.832 2.484 -2.289
C -1.433 3.755 -2.244
H 0.511 0.092 -6.019
H -1.262 0.416 -5.784
H -0.442 -1.075 -5.213
H -0.163 2.409 -4.708
H 1.501 2.029 -4.604
H 0.982 3.532 -2.832
H 1.239 2.014 -2.067
H -1.998 3.909 -3.166
H -0.799 4.605 -1.991
H -2.157 3.773 -1.425
C 2.543 -2.825 1.191
O 1.600 -2.096 1.951
C 0.663 -2.916 2.603
C -0.344 -2.244 3.480
O -1.029 -1.254 2.646
C -2.189 -0.719 3.269
H 2.999 -2.183 0.439
H 2.051 -3.626 0.636
H 3.409 -3.158 1.767
H 1.202 -3.680 3.176
H 0.157 -3.526 1.845
H 0.065 -1.678 4.319
H -1.070 -2.969 3.849
H -2.942 -1.473 3.512
H -2.644 -0.009 2.583
H -1.916 -0.201 4.191
```

Computed properties:
gap between HOMO and LUMO	8.27	eV
net charge	+1
total energy	-1702.40493	a.u.
HOMO	-10.86	eV
energy relative to the best compared isomer or geometry (same formula, charge and spin)	0.0	kcal/mol

Atomic partial charges in e from the Löwdin method, atoms 1 to 2: Pb 1.596; Pb 1.670



[6]
ORCA calculation (wB97M-V/def2-TZVPD) on C4H6F2N4O2 as an isolated structure at a distorted geometry.

```
18
C4H6F2N4O2 | the Open Molecules 2025 dataset | wB97M-V/def2-TZVPD
C 0.673 -0.720 0.291
C 0.051 0.594 -0.261
C 0.429 -2.025 0.120
C 0.895 1.874 -0.394
N 1.821 -0.358 0.989
N -1.199 0.512 -0.394
N 2.962 -0.303 0.689
N -2.292 0.401 -0.932
O 4.014 -0.069 1.119
O -3.365 0.609 -0.462
F 3.017 -0.805 -0.928
F -5.524 -0.886 0.928
H -0.479 -2.353 -0.371
H -5.254 -0.222 0.363
H 0.867 -2.926 0.350
H 1.761 1.886 -1.005
H 1.258 1.997 0.623
H 0.364 2.795 -0.726
```

Computed properties:
spin multiplicity	3
gap between HOMO and LUMO (alpha / beta)	6.32 / 7.07	eV
total energy	-724.83026	a.u.
HOMO (alpha / beta)	-6.71 / -10.09	eV
energy relative to the best compared isomer or geometry (same formula, charge and spin)	21.2	kcal/mol

Atomic partial charges in e from the Löwdin method, atoms 1 to 2: C -0.251; C -0.223



[7]
ORCA calculation (wB97M-V/def2-TZVPD) on one molecule with the formula C2HNO2 at a distorted geometry.

```
6
C2HNO2 | the Open Molecules 2025 dataset | wB97M-V/def2-TZVPD
C 0.183 -1.099 1.085
C 0.098 -0.121 0.341
N -0.056 0.865 -0.767
O -1.256 0.782 -1.108
O 0.800 1.466 -1.340
H 0.231 -1.895 1.789
```

Computed properties:
spin multiplicity	3
gap between HOMO and LUMO (alpha / beta)	8.88 / 7.72	eV
total energy	-281.71737	a.u.
HOMO (alpha / beta)	-8.02 / -11.50	eV
energy relative to the best compared isomer or geometry (same formula, charge and spin)	81.0	kcal/mol

Atomic partial charges in e from the Löwdin method, atoms 1 to 2: C 0.159; C 0.012



[8]
ORCA calculation (wB97M-V/def2-TZVPD) on C16H32InN4O4S2 as an isolated structure.

```
59
C16H32InN4O4S2 | the Open Molecules 2025 dataset | wB97M-V/def2-TZVPD
In -0.114 0.171 0.619
C -1.244 4.326 -1.537
N -0.927 4.245 -0.101
C -1.147 5.490 0.656
C -0.506 3.138 0.438
O -0.364 2.070 -0.250
C -0.171 3.092 1.925
O 0.498 1.867 2.218
C 1.903 1.953 2.459
C 2.616 0.832 1.721
O 1.958 0.077 0.934
N 3.895 0.674 1.916
C 4.669 1.513 2.850
C 4.645 -0.417 1.275
H -0.870 5.277 -1.911
H -0.773 3.512 -2.073
H -2.324 4.290 -1.676
H -0.364 6.210 0.420
H -2.106 5.905 0.355
H -1.178 5.319 1.726
H 0.440 3.944 2.213
H -1.090 3.121 2.512
H 2.295 2.911 2.113
H 2.086 1.868 3.529
H 4.298 2.532 2.882
H 4.656 1.083 3.851
H 5.696 1.544 2.499
H 4.009 -0.956 0.585
H 5.492 0.008 0.741
H 5.014 -1.094 2.045
C -3.980 -1.767 0.068
N -2.988 -2.674 0.632
C -3.108 -4.135 0.435
C -2.022 -4.712 1.366
N -1.395 -3.483 1.891
C -2.026 -2.397 1.481
S -1.683 -0.818 2.179
H -4.065 -1.949 -1.002
H -3.685 -0.739 0.244
H -4.950 -1.944 0.532
H -2.942 -4.378 -0.612
H -4.112 -4.454 0.707
H -1.292 -5.315 0.835
H -2.437 -5.301 2.179
H -0.716 -3.474 2.636
O -0.149 -1.038 -1.068
S 0.797 -0.954 -2.329
C -0.329 -0.582 -3.707
C -0.423 -1.842 -4.578
C -0.210 -3.036 -3.651
C 1.008 -2.678 -2.807
H 0.047 0.296 -4.229
H -1.270 -0.333 -3.214
H 0.348 -1.822 -5.348
H -1.387 -1.875 -5.082
H -0.026 -3.954 -4.208
H -1.081 -3.197 -3.013
H 1.934 -2.710 -3.387
H 1.150 -3.242 -1.886
```

Computed properties:
gap between HOMO and LUMO	9.32	eV
net charge	+3
total energy	-2134.53176	a.u.
HOMO	-17.76	eV
energy relative to the best compared isomer or geometry (same formula, charge and spin)	1.1	kcal/mol

Atomic partial charges in e from the Löwdin method, atoms 1 to 2: In 0.760; C 0.035